Record 1
A molecular structure, C39H59N5O4SSe2SiZr at a distorted geometry, computed with ωB97M-V/def2-TZVPD.

XYZ file:
```
112
Properties=species:S:1:pos:R:3:forces:R:3:lowdin_charge:R:1
Zr -0.2219 1.2775 1.5758 1.45 -1.55 0.04 0.809
O -2.7653 3.8872 2.9377 0.20 0.11 0.05 0.061
C -1.6939 3.6074 2.4191 0.12 0.32 0.03 -0.516
N -0.6669 2.8799 2.9416 -0.77 -0.06 0.19 -0.133
C -0.9764 2.3337 4.2618 -0.07 0.12 0.15 -0.184
C -1.6735 0.9924 4.1558 -0.10 0.15 0.08 -0.312
C -1.9285 0.2250 5.2842 -0.02 -0.02 -0.11 -0.013
C -2.4042 -1.0599 5.1239 -0.01 0.06 -0.05 -0.034
C -2.6699 -1.5318 3.8429 -0.01 0.14 0.03 -0.038
C -2.4547 -0.6854 2.7813 -0.25 -0.06 -0.32 -0.171
N -1.9595 0.5542 2.9246 -0.15 -0.17 0.38 -0.055
C -1.3952 4.0847 1.0132 -0.17 0.06 0.06 -0.188
C -1.8988 5.2809 0.5308 -0.02 -0.07 -0.02 0.014
C -1.5931 5.6398 -0.7702 -0.01 -0.03 0.03 -0.038
C -0.8283 4.7800 -1.5460 0.01 -0.05 0.03 -0.036
C -0.3881 3.5924 -0.9925 -0.05 -0.06 -0.07 -0.178
N -0.6565 3.2575 0.2712 0.07 0.38 0.17 -0.060
H -0.0401 2.1864 4.8105 -0.15 0.00 -0.08 0.117
H -1.6270 3.0182 4.8220 0.13 -0.06 -0.06 0.128
H -1.7018 0.6249 6.2618 0.03 0.01 0.04 0.122
H -2.5636 -1.6926 5.9857 -0.01 -0.04 0.04 0.112
H -3.0221 -2.5367 3.6664 -0.06 -0.03 0.00 0.108
H -2.6876 -0.9854 1.7610 0.14 0.09 0.26 0.070
H -2.5144 5.8898 1.1765 -0.01 -0.01 0.01 0.124
H -1.9538 6.5729 -1.1805 -0.01 0.03 -0.01 0.112
H -0.5818 5.0155 -2.5703 0.02 0.01 -0.04 0.110
H 0.1855 2.8713 -1.5615 0.00 0.02 0.00 0.067
C 3.1378 1.3471 -3.5106 0.01 0.00 -0.04 -0.102
C 3.9858 0.1822 -3.0140 -0.02 -0.01 0.02 -0.243
C 3.1592 -1.0580 -2.6766 0.01 -0.01 -0.01 -0.172
C 2.2846 -0.8905 -1.4389 -0.11 0.13 -0.01 -0.157
N 3.0733 -0.7221 -0.2262 0.04 0.09 -0.05 0.008
C 3.1412 0.3770 0.5446 -0.04 0.05 0.11 -0.684
Se 2.1757 1.9585 0.3213 0.17 0.33 -0.31 0.693
N 4.0310 0.1661 1.5235 0.05 -0.05 -0.05 -0.046
C 4.3309 1.1027 2.5975 -0.12 0.06 0.08 -0.179
C 5.2769 2.2159 2.1828 0.01 0.08 0.02 -0.194
C 6.6481 1.7592 1.6865 0.02 0.03 -0.01 -0.244
C 6.6737 1.3197 0.2260 0.03 -0.06 -0.01 -0.098
C 4.5116 -1.1280 1.4253 0.00 -0.02 0.03 -0.171
C 5.4033 -1.8469 2.2089 -0.05 -0.02 -0.04 0.006
C 5.6468 -3.1557 1.8372 -0.03 0.00 -0.03 -0.075
C 5.0159 -3.7307 0.7271 0.02 0.02 0.02 -0.075
C 4.1314 -3.0115 -0.0543 0.02 -0.03 0.04 0.003
C 3.9015 -1.6925 0.3104 0.00 -0.09 0.09 -0.145
H 3.7604 2.2028 -3.7716 0.02 0.02 -0.01 0.073
H 2.4336 1.6811 -2.7496 -0.04 0.02 0.05 0.027
H 2.5705 1.0616 -4.3988 -0.02 -0.01 -0.03 0.074
H 4.5555 0.4913 -2.1323 0.03 0.00 0.02 0.093
H 4.7233 -0.0818 -3.7759 -0.01 -0.01 0.01 0.108
H 3.8172 -1.9235 -2.5610 -0.03 0.05 0.01 0.099
H 2.4869 -1.2833 -3.5083 -0.01 -0.04 -0.05 0.115
H 1.6098 -1.7337 -1.2874 0.02 -0.07 -0.02 0.123
H 1.6564 -0.0053 -1.5256 -0.03 -0.05 0.04 0.042
H 4.7592 0.5127 3.4073 -0.01 0.00 0.02 0.125
H 3.3733 1.4946 2.9510 0.09 -0.05 -0.04 0.070
H 5.3980 2.8514 3.0635 0.01 0.02 0.00 0.116
H 4.7915 2.8308 1.4192 0.03 -0.01 0.04 0.079
H 7.0248 0.9542 2.3251 0.01 -0.02 0.03 0.102
H 7.3467 2.5901 1.8066 0.02 0.00 0.00 0.104
H 6.0840 0.4204 0.0502 0.02 0.00 -0.02 0.052
H 7.6923 1.1061 -0.0959 0.05 -0.01 -0.02 0.073
H 6.2793 2.1072 -0.4164 -0.04 0.06 -0.05 0.077
H 5.8725 -1.4151 3.0796 0.04 0.03 0.04 0.110
H 6.3279 -3.7534 2.4255 0.03 -0.03 0.02 0.104
H 5.2192 -4.7625 0.4798 0.01 -0.05 0.00 0.104
H 3.6266 -3.4657 -0.8934 -0.01 -0.02 -0.05 0.112
Se 1.0832 -0.4099 2.8516 -0.31 0.54 -0.41 0.080
C -1.0211 -0.8505 -3.9607 0.13 0.03 -0.05 -0.036
C -2.3772 -0.1709 -3.8345 0.12 -0.02 -0.27 -0.658
C -2.2250 1.3385 -3.7106 0.05 0.08 0.01 -0.035
C -3.2637 -0.5247 -5.0237 0.12 0.07 -0.01 -0.024
O -3.0558 -0.6672 -2.6959 -0.37 -0.03 0.36 -0.138
Si -2.6249 -1.0095 -1.1682 0.12 -0.17 0.08 -0.098
S -1.0621 0.2420 -0.5365 -0.10 -0.06 -0.18 0.393
O -2.1638 -2.5705 -1.2007 0.06 0.06 -0.12 -0.126
C -1.8891 -3.6025 -0.2538 -0.04 -0.05 0.07 -0.631
C -1.5852 -4.8423 -1.0877 -0.03 0.03 0.10 -0.030
C -3.1289 -3.8344 0.6033 0.02 -0.03 0.01 -0.026
C -0.6872 -3.2451 0.6189 0.02 0.18 -0.02 -0.037
O -3.9108 -0.8598 -0.1905 0.14 -0.31 -0.04 -0.160
C -5.1141 -0.1007 -0.1277 -0.09 0.17 0.09 -0.634
C -5.1699 0.5065 1.2692 -0.09 0.06 -0.04 -0.021
C -5.1375 1.0030 -1.1760 -0.02 0.02 0.02 -0.028
C -6.2624 -1.0754 -0.3461 0.00 0.03 0.01 -0.019
H -0.5310 -0.5392 -4.8837 0.05 0.00 -0.04 0.089
H -1.1471 -1.9323 -3.9755 -0.01 -0.07 0.00 0.092
H -0.3776 -0.5867 -3.1175 -0.03 0.00 -0.05 0.043
H -1.6703 1.7295 -4.5631 0.03 0.06 -0.08 0.089
H -1.6900 1.5913 -2.7932 -0.03 -0.02 -0.08 0.027
H -3.2042 1.8165 -3.6851 -0.05 0.02 0.01 0.086
H -2.8283 -0.1521 -5.9512 0.01 0.01 -0.04 0.087
H -4.2500 -0.0806 -4.8990 -0.06 0.03 0.02 0.084
H -3.3791 -1.6041 -5.0990 0.00 -0.08 0.01 0.088
H -2.4703 -5.1714 -1.6315 -0.04 0.01 -0.03 0.085
H -1.2416 -5.6563 -0.4492 0.00 -0.05 0.04 0.088
H -0.8025 -4.6109 -1.8085 0.06 0.01 -0.03 0.083
H -3.9873 -4.0529 -0.0317 -0.04 0.00 -0.02 0.093
H -3.3642 -2.9490 1.1909 -0.02 0.01 0.03 0.057
H -2.9679 -4.6729 1.2819 0.01 -0.04 0.00 0.090
H 0.2477 -3.4202 0.0838 0.05 0.05 -0.06 0.077
H -0.6736 -3.8623 1.5173 0.03 -0.05 0.03 0.091
H -0.6897 -2.1951 0.9282 -0.06 -0.19 0.01 0.008
H -4.2921 1.1293 1.4526 -0.02 0.00 -0.03 0.079
H -5.2061 -0.2745 2.0298 0.02 -0.03 0.00 0.085
H -6.0593 1.1281 1.3732 -0.04 0.02 0.03 0.091
H -4.3058 1.6928 -1.0237 0.06 0.03 0.01 0.089
H -6.0690 1.5607 -1.0855 -0.04 0.06 0.00 0.092
H -5.0652 0.5931 -2.1808 -0.03 -0.03 -0.01 0.075
H -6.2000 -1.8912 0.3733 0.00 -0.03 0.04 0.085
H -6.2153 -1.4956 -1.3500 0.02 -0.02 -0.06 0.091
H -7.2211 -0.5727 -0.2219 -0.06 0.03 0.00 0.087
```
Forces are in eV/Å.

Values from the calculation:
LUMO energy: 0.1 eV
Total charge: 0
Kohn-Sham gap: 6.89 eV
2S+1: 1
HOMO level: -0.2505 Ha

***

Record 2
A molecular structure, C39H59N5OP2Ti at a distorted geometry, computed with ωB97M-V/def2-TZVPD.

XYZ file:
```
107
Properties=species:S:1:pos:R:3:forces:R:3:lowdin_charge:R:1
Ti 0.0647 0.1314 0.3043 0.94 -0.31 1.57 0.683
C 5.1490 0.7159 0.7969 -0.01 0.03 0.03 -0.108
C 3.8279 0.5107 1.5425 0.04 -0.23 -0.02 -0.510
C 3.5574 -1.0001 1.7046 0.05 0.00 0.02 -0.133
P 2.3350 1.3588 0.8140 -0.04 -0.08 -0.63 1.068
C 2.3982 3.0668 1.5403 0.11 0.20 0.08 -0.531
C 3.7511 3.6678 1.9370 -0.01 0.03 0.07 -0.115
C 1.6135 4.0756 0.6962 -0.02 0.04 -0.05 -0.117
C 2.7373 1.4883 -0.9707 0.02 0.04 0.17 -0.292
C 3.6250 2.4346 -1.4801 0.09 0.08 0.13 -0.116
C 4.0184 2.4566 -2.8067 -0.10 -0.12 0.00 -0.102
C 3.5355 1.4521 -3.6384 0.00 0.01 0.01 -0.089
C 2.6413 0.5106 -3.1680 0.04 0.02 -0.04 -0.036
C 2.1627 0.5298 -1.8414 -0.33 -0.61 0.26 -0.281
N 1.2308 -0.4014 -1.3523 0.34 0.55 -0.89 -0.109
C 0.4968 -1.1590 -2.2988 0.52 0.23 0.43 -0.333
C -0.0977 -0.6174 -3.4401 -0.17 0.15 -0.22 -0.048
C -0.7940 -1.4119 -4.3375 0.04 -0.01 0.11 -0.077
C -0.8991 -2.7827 -4.1215 0.11 0.11 0.16 -0.093
C -0.3274 -3.3193 -2.9747 -0.11 -0.08 -0.06 -0.110
C 0.3371 -2.5244 -2.0439 -0.12 -0.40 0.00 -0.329
P 1.0946 -3.1300 -0.4874 -0.51 0.67 0.24 1.092
C 2.8496 -3.1994 -1.0720 0.27 -0.17 0.00 -0.546
C 3.0350 -3.7939 -2.4642 0.13 -0.06 -0.11 -0.103
C 3.8156 -3.8590 -0.0869 0.04 -0.09 0.05 -0.134
C 0.4980 -4.8714 -0.3279 0.04 -0.36 0.02 -0.555
C 0.9855 -5.4642 1.0041 -0.03 -0.05 -0.05 -0.133
C -1.0364 -4.9896 -0.3055 -0.01 -0.01 0.02 -0.135
H 5.9456 0.1873 1.3273 0.00 0.03 0.00 0.078
H 5.4394 1.7614 0.7173 -0.04 0.07 0.00 0.058
H 5.0985 0.3164 -0.2173 -0.06 -0.03 0.01 0.081
H 3.9225 0.9579 2.5348 0.04 -0.04 0.10 0.090
H 2.8263 -1.3847 0.9860 0.07 0.17 0.02 0.016
H 3.1818 -1.2460 2.7001 0.03 0.03 -0.06 0.064
H 4.4797 -1.5672 1.5564 -0.01 0.07 0.06 0.068
H 1.8360 2.9214 2.4714 0.01 0.01 0.03 0.084
H 4.4322 3.7699 1.0944 -0.02 0.01 -0.06 0.056
H 4.2653 3.0982 2.7100 0.00 -0.08 0.00 0.066
H 3.5864 4.6735 2.3348 -0.01 -0.03 0.01 0.080
H 0.7366 3.6319 0.2296 -0.05 -0.06 0.04 0.036
H 2.2423 4.4831 -0.0995 -0.03 -0.04 0.03 0.075
H 1.2967 4.9088 1.3300 0.03 0.02 -0.04 0.080
H 4.0365 3.1795 -0.8108 -0.01 -0.02 -0.01 0.081
H 4.7017 3.2110 -3.1717 0.00 0.00 0.00 0.094
H 3.8595 1.3973 -4.6713 0.00 0.00 0.00 0.100
H 2.2951 -0.2605 -3.8409 0.00 0.00 -0.01 0.103
H -0.0074 0.4475 -3.6221 -0.02 -0.02 0.01 0.121
H -1.2459 -0.9564 -5.2111 0.01 -0.01 0.01 0.102
H -1.4083 -3.4222 -4.8307 0.00 0.00 0.00 0.094
H -0.3862 -4.3890 -2.8200 -0.02 -0.03 0.01 0.095
H 3.1007 -2.1356 -1.1183 -0.07 0.04 -0.06 0.083
H 2.7599 -4.8535 -2.4886 0.00 0.03 0.02 0.074
H 4.0892 -3.7268 -2.7502 -0.03 -0.02 -0.01 0.081
H 2.4469 -3.2768 -3.2233 0.06 -0.01 0.08 0.067
H 3.6376 -3.5762 0.9530 -0.06 -0.04 -0.10 0.053
H 4.8413 -3.5729 -0.3336 -0.01 -0.01 0.00 0.081
H 3.7629 -4.9471 -0.1569 -0.02 -0.03 0.00 0.069
H 0.9051 -5.4702 -1.1506 -0.09 -0.03 0.00 0.100
H 0.5885 -4.8780 1.8368 0.01 0.02 -0.01 0.068
H 2.0631 -5.4921 1.1090 0.19 0.02 -0.05 0.046
H 0.6171 -6.4877 1.1164 -0.02 0.02 -0.02 0.080
H -1.4065 -4.7280 0.6902 0.02 -0.03 -0.02 0.065
H -1.3284 -6.0263 -0.4894 0.02 -0.01 0.03 0.084
H -1.5618 -4.3579 -1.0169 0.11 -0.03 -0.07 0.038
O -0.4473 1.8514 -0.4603 -0.48 0.61 -0.52 -0.237
C -1.2924 2.0817 -1.4344 0.46 0.29 0.30 -0.356
C -1.1362 3.2740 -2.1830 0.00 -0.08 0.11 -0.010
C -2.0060 3.6200 -3.1845 -0.12 0.06 -0.14 -0.087
C -3.0906 2.7924 -3.4991 0.12 -0.02 0.13 -0.101
C -3.2372 1.6171 -2.7965 -0.14 0.07 -0.21 -0.053
C -2.3542 1.2293 -1.7822 -0.34 -0.75 0.16 -0.100
C -2.5388 -0.0920 -1.1476 0.34 1.05 -0.25 -0.266
N -1.7446 -0.6736 -0.2608 -1.49 -1.19 -0.50 0.019
C -2.3102 -1.9353 -0.0253 0.46 0.51 0.13 -0.141
C -3.4250 -2.0862 -0.7673 -0.09 0.05 -0.03 -0.067
N -3.5660 -0.9063 -1.4605 -0.37 -0.30 -0.20 0.123
H -0.2896 3.9005 -1.9307 -0.01 0.00 -0.01 0.113
H -1.8500 4.5396 -3.7362 -0.01 -0.01 0.01 0.102
H -3.7887 3.0582 -4.2800 -0.01 0.00 -0.01 0.094
H -4.0704 0.9771 -3.0652 0.01 0.01 -0.01 0.097
H -1.8480 -2.6446 0.6391 -0.02 0.16 -0.04 0.074
H -4.1162 -2.9031 -0.8675 0.00 -0.01 -0.02 0.116
H -4.2410 -0.7314 -2.1822 -0.02 0.01 0.08 0.140
C -2.3253 3.4144 1.5450 0.12 0.09 -0.06 -0.089
N -2.6460 2.0262 1.8050 -0.01 -0.04 0.05 -0.248
C -4.0273 1.7415 1.4705 -0.05 -0.02 -0.08 -0.095
C -2.3173 1.6666 3.1735 -0.23 0.26 0.09 -0.211
C -0.9188 1.1229 3.3511 -0.04 -0.19 -0.13 -0.185
N -0.7162 -0.1915 2.7091 0.71 -0.18 0.09 -0.281
C -1.8133 -1.1043 3.0402 0.00 -0.03 -0.16 -0.097
C 0.5155 -0.7735 3.2814 -0.08 0.09 -0.08 -0.117
H -1.2867 3.6141 1.8052 0.06 -0.01 0.01 0.078
H -2.9670 4.0984 2.1271 0.00 0.00 0.01 0.091
H -2.4378 3.6436 0.4875 -0.04 -0.03 -0.07 0.082
H -4.7473 2.2595 2.1255 0.00 0.04 0.02 0.088
H -4.2197 0.6683 1.5354 0.01 -0.02 0.01 0.076
H -4.2234 2.0533 0.4421 0.04 -0.02 0.03 0.084
H -3.0457 0.9346 3.5266 0.06 0.04 0.04 0.104
H -2.4074 2.5295 3.8565 -0.11 0.01 -0.09 0.127
H -0.7347 1.0293 4.4322 0.02 -0.04 0.04 0.127
H -0.1703 1.8082 2.9446 -0.05 0.03 -0.01 0.102
H -2.6884 -0.9038 2.4250 0.02 0.00 0.04 0.068
H -1.4876 -2.1272 2.8529 -0.03 0.01 -0.04 0.084
H -2.0843 -1.0222 4.1012 0.02 -0.06 0.02 0.101
H 0.7880 -1.6812 2.7395 -0.02 0.01 -0.01 0.072
H 0.3762 -1.0197 4.3429 -0.01 0.00 0.04 0.097
H 1.3353 -0.0628 3.1926 -0.05 0.02 -0.01 0.058
```
Forces are in eV/Å.

Values from the calculation:
LUMO energy (spin up / spin down): 0.4 / 0.4 eV
Total charge: 0
Kohn-Sham gap (spin up / spin down): 5.77 / 6.92 eV
2S+1: 3
HOMO level (spin up / spin down): -0.1961 / -0.2385 Ha

***

These records have relative energy (zero: lowest compared OMol25 entry of this formula, charge and spin) values of 0.6641; 0.6241 eV, in the order they appear.